[1]
C20H17ClN3O7S5V | wB97M-V/def2-TZVPD

The gap between HOMO and LUMO (alpha / beta) is 6.0 / 5.6 eV. As for the spin multiplicity: 3. The total charge is 0. For the maximum force, the calculation gives 0.1478 hartree/bohr. For the molecular weight, the calculation gives 658.1 u. Its expectation value of S² is 2.02.

XYZ file:
```
54
Properties=species:S:1:pos:R:3:lowdin_spin:R:1
V 0.206 0.224 0.472 1.71
O 0.202 0.139 2.150 -0.02
C 1.058 0.111 3.064 0.10
C 2.450 0.082 2.766 0.01
C 3.409 0.094 3.786 0.02
C 4.757 0.124 3.486 0.01
C 5.201 0.129 2.153 0.02
C 4.285 0.090 1.136 0.00
C 2.884 0.065 1.388 0.03
O 2.077 0.022 0.398 0.01
N 5.711 0.149 4.551 0.00
O 6.892 0.160 4.259 0.00
O 5.290 0.155 5.693 0.00
H 0.735 0.134 4.109 0.00
H 3.103 0.093 4.821 0.00
H 6.264 0.155 1.960 0.00
H 4.598 0.083 0.103 0.00
Cl 0.129 4.355 -5.370 0.00
C 0.160 3.162 -4.129 0.00
C 0.157 1.811 -4.492 0.01
C 0.155 0.840 -3.521 0.00
C 0.159 1.181 -2.154 0.02
O 0.114 0.278 -1.237 0.03
C 0.188 2.566 -1.796 0.00
C 0.231 2.922 -0.412 0.03
O 0.246 2.116 0.536 0.00
C 0.170 3.541 -2.808 0.01
H 0.146 1.538 -5.534 0.00
H 0.151 -0.208 -3.780 0.00
H 0.236 3.993 -0.162 0.00
H 0.163 4.585 -2.536 0.00
C 0.375 -4.687 0.694 0.00
N -0.651 -3.990 -0.052 0.00
C -0.672 -2.645 -0.180 0.00
N -1.569 -2.141 -1.050 0.00
O 0.117 -1.930 0.458 0.01
H 0.366 -5.733 0.400 0.00
H 0.200 -4.614 1.769 0.00
H 1.353 -4.252 0.481 0.00
H -1.294 -4.536 -0.602 0.00
H -2.355 -2.679 -1.375 0.00
H -1.692 -1.130 -1.019 0.00
C -3.722 0.276 -2.921 0.00
S -4.434 -1.093 -1.953 0.00
C -4.866 -0.293 -0.446 0.00
C -4.029 0.400 0.372 0.00
S -2.390 0.796 0.073 0.00
S -4.817 1.101 1.800 0.00
C -6.426 0.508 1.492 0.00
S -7.716 0.849 2.436 0.00
S -6.534 -0.471 0.056 0.00
H -3.506 -0.125 -3.905 0.00
H -2.814 0.624 -2.439 0.00
H -4.453 1.074 -2.989 0.00
```

***

[2]
C20H17F3N4O2S | wB97M-V/def2-TZVPD

The gap between HOMO and LUMO is 9.0 eV. The total charge is 0. For the maximum force, the calculation gives 0.0719 hartree/bohr. For the molecular weight, the calculation gives 434.4 u. Its structure (SMILES) is CNC(=O)c1ccccc1Oc1nc(Nc2ccccc2SC)ncc1C(F)(F)F.

XYZ file:
```
47
Properties=species:S:1:pos:R:3:mulliken_charge:R:1
C 1.258 1.634 -3.397 -0.95
N 1.075 0.280 -2.930 -0.05
C 1.947 -0.419 -2.121 0.51
O 3.020 0.127 -1.936 -0.68
C 1.665 -1.776 -1.539 0.52
C 2.768 -2.449 -0.937 -0.74
C 2.614 -3.678 -0.263 -0.67
C 1.326 -4.283 -0.272 -0.51
C 0.237 -3.652 -0.856 -0.59
C 0.413 -2.364 -1.459 0.61
O -0.694 -1.769 -1.954 -0.52
C -1.473 -1.003 -1.100 0.81
N -1.223 -0.948 0.195 -0.18
C -1.897 -0.087 0.931 0.17
N -1.469 -0.205 2.189 -0.28
C -1.108 0.911 2.908 0.18
C -2.049 1.837 3.384 -0.37
C -1.634 2.946 4.100 -0.58
C -0.243 3.117 4.364 -0.45
C 0.691 2.184 3.901 -0.59
C 0.242 1.094 3.168 0.26
S 1.468 -0.004 2.567 -0.14
C 2.099 1.149 1.292 -0.78
N -2.804 0.724 0.480 -0.47
C -3.070 0.697 -0.828 -1.10
C -2.400 -0.165 -1.686 0.41
C -2.701 -0.092 -3.130 0.83
F -2.472 -1.267 -3.837 -0.25
F -1.918 0.902 -3.711 -0.23
F -4.004 0.130 -3.274 -0.26
H 2.087 1.729 -4.062 0.32
H 0.365 2.002 -3.918 0.31
H 1.479 2.304 -2.545 0.29
H 0.221 -0.212 -3.111 0.21
H 3.773 -1.989 -1.006 0.39
H 3.484 -4.199 0.182 0.40
H 1.246 -5.233 0.222 0.42
H -0.789 -4.033 -0.773 0.43
H -0.717 -0.883 2.144 0.33
H -3.103 1.646 3.246 0.44
H -2.383 3.696 4.360 0.36
H 0.098 3.999 4.944 0.33
H 1.746 2.216 4.221 0.45
H 2.509 2.054 1.688 0.48
H 2.874 0.601 0.751 0.28
H 1.308 1.385 0.573 0.14
H -3.864 1.347 -1.166 0.49
```

***

[3]
C20H17FN8O | wB97M-V/def2-TZVPD

The gap between HOMO and LUMO is 8.0 eV. The total charge is 0. For the maximum force, the calculation gives 0.1266 hartree/bohr. For the molecular weight, the calculation gives 404.4 u. Its structure (SMILES) is Cc1cc(F)c(C(=O)Nc2ccnc(C3=NN=NC3)n2)cc1-n1cnc(C2CC2)c1.

XYZ file:
```
47
Properties=species:S:1:pos:R:3:mulliken_charge:R:1
C -1.173 1.418 -4.590 -1.22
C -0.985 1.515 -3.034 0.58
C -1.987 1.826 -2.057 -1.19
C -1.651 1.643 -0.691 0.77
F -2.615 1.823 0.236 -0.35
C -0.392 1.203 -0.208 -0.21
C 0.009 0.994 1.291 0.57
O 1.157 0.918 1.476 -0.58
N -1.002 0.656 2.101 -0.13
C -0.988 0.409 3.372 0.56
C 0.087 0.286 4.214 -0.47
C -0.199 -0.130 5.534 -0.23
N -1.414 -0.355 6.017 -0.51
C -2.332 -0.390 5.146 0.18
C -3.790 -0.650 5.523 0.23
N -4.695 -0.977 4.642 -0.23
N -5.801 -0.971 5.365 -0.41
N -5.733 -1.157 6.583 -0.20
C -4.312 -0.821 6.869 -0.02
N -2.157 -0.015 3.847 -0.44
C 0.600 1.051 -1.194 -0.57
C 0.323 1.128 -2.569 -0.10
N 1.426 0.684 -3.305 0.29
C 2.289 1.380 -4.103 -0.05
N 3.144 0.557 -4.600 -0.66
C 2.975 -0.722 -4.124 -0.13
C 3.889 -1.895 -4.403 -0.18
C 5.267 -1.780 -3.639 -0.71
C 4.144 -2.768 -3.190 -0.50
C 1.879 -0.620 -3.276 -0.18
H -2.222 1.653 -4.831 0.39
H -0.536 2.110 -5.219 0.30
H -1.041 0.458 -5.022 0.32
H -2.934 2.182 -2.394 0.47
H -1.936 0.633 1.635 0.30
H 1.042 0.581 3.804 0.50
H 0.747 -0.291 6.112 0.34
H -3.855 -1.651 7.415 0.31
H -4.106 0.134 7.414 0.28
H 1.540 0.678 -0.902 0.64
H 2.357 2.474 -4.347 0.40
H 3.881 -2.426 -5.443 0.35
H 5.452 -0.866 -3.065 0.23
H 6.121 -2.140 -4.195 0.28
H 4.346 -3.883 -3.375 0.27
H 3.704 -2.437 -2.138 0.20
H 1.477 -1.450 -2.681 0.49
```

***

[4]
C20H17N3O5SW | wB97M-V/def2-TZVPD

The gap between HOMO and LUMO (alpha / beta) is 6.3 / 6.0 eV. As for the spin multiplicity: 3. The total charge is +2. For the maximum force, the calculation gives 0.0191 hartree/bohr. For the molecular weight, the calculation gives 595.3 u. Its expectation value of S² is 2.02.

XYZ file:
```
47
Properties=species:S:1:pos:R:3:lowdin_spin:R:1
W -0.163 -0.001 0.420 0.18
O -1.974 1.281 0.488 0.00
C -1.411 1.312 1.616 0.00
O -0.085 1.587 1.525 0.01
C -1.999 0.795 2.911 0.00
C -1.077 1.074 4.120 0.00
C -1.840 0.776 5.412 0.00
C -1.839 -0.774 5.413 0.00
C -1.076 -1.073 4.121 0.00
O -0.136 0.001 4.019 0.00
C -1.998 -0.797 2.912 0.00
C -1.410 -1.314 1.617 0.00
O -1.973 -1.284 0.489 0.00
O -0.084 -1.589 1.526 0.01
H -3.004 1.200 3.021 0.00
H -0.563 2.029 4.078 0.00
H -2.839 1.208 5.418 0.00
H -1.295 1.175 6.264 0.00
H -2.838 -1.208 5.419 0.00
H -1.294 -1.172 6.265 0.00
H -0.561 -2.028 4.080 0.00
H -3.003 -1.202 3.023 0.00
N 1.376 0.000 -3.524 0.20
C 0.406 0.000 -4.497 0.11
C 0.766 0.000 -5.844 0.01
C -0.213 0.001 -6.811 0.10
C -1.581 0.002 -6.467 0.06
C -1.958 0.002 -5.153 0.02
C -0.967 0.001 -4.153 0.14
S -1.487 0.001 -2.537 0.37
N -0.085 0.000 -1.637 0.17
C 1.173 -0.001 -2.175 0.22
C 2.249 -0.001 -1.249 0.07
C 3.610 -0.001 -1.589 0.05
C 4.556 -0.001 -0.597 0.06
C 4.157 -0.001 0.752 0.05
C 2.826 -0.001 1.049 0.06
N 1.868 -0.001 0.078 0.07
H 2.331 -0.001 -3.851 0.00
H 1.813 0.000 -6.120 0.00
H 0.074 0.001 -7.853 0.00
H -2.331 0.002 -7.245 0.00
H -3.005 0.002 -4.876 0.00
H 3.935 -0.001 -2.621 0.00
H 5.607 0.000 -0.849 0.00
H 4.886 -0.001 1.548 0.00
H 2.457 -0.001 2.067 0.00
```

***

[5]
C20H17N3PdS3Sb | wB97M-V/def2-TZVPD

The gap between HOMO and LUMO is 5.9 eV. The total charge is -1. For the maximum force, the calculation gives 0.0371 hartree/bohr. For the molecular weight, the calculation gives 623.8 u.

XYZ file:
```
45
Properties=species:S:1:pos:R:3:mulliken_charge:R:1
Pd 0.385 0.091 -1.356 -0.64
S 4.483 1.882 -1.527 -0.29
C 4.720 0.187 -1.419 -0.35
C 3.548 -0.505 -1.419 -0.27
C 2.400 0.336 -1.515 -0.32
C 2.760 1.653 -1.569 0.20
C 1.794 2.722 -1.622 1.21
C 2.094 4.087 -1.611 -0.78
C 1.063 5.002 -1.614 -0.34
C -0.253 4.551 -1.625 -0.80
C -0.474 3.189 -1.645 -0.17
N 0.517 2.298 -1.654 -0.05
H 5.725 -0.203 -1.371 0.45
H 3.500 -1.584 -1.367 0.37
H 3.129 4.405 -1.586 0.32
H 1.279 6.064 -1.603 0.41
H -1.087 5.239 -1.616 0.40
H -1.476 2.776 -1.660 0.38
S -1.978 -0.091 -1.798 -0.46
C -2.260 -1.662 -1.082 0.48
C -3.554 -2.030 -0.709 -0.96
C -3.831 -3.241 -0.090 0.66
C -5.180 -3.560 0.303 -0.10
N -6.258 -3.815 0.610 -0.57
C -2.782 -4.138 0.151 0.50
C -1.500 -3.804 -0.268 -0.84
C -1.215 -2.589 -0.897 0.52
S 0.420 -2.301 -1.473 -0.45
C -3.004 -5.386 0.833 -0.13
N -3.155 -6.385 1.384 -0.56
H -4.364 -1.337 -0.902 0.50
H -0.691 -4.503 -0.101 0.49
C -0.826 -1.170 2.511 -1.29
Sb 0.300 0.171 1.264 0.81
C 2.168 -0.170 2.275 -1.37
C -0.148 1.946 2.420 -1.33
H -0.621 -0.946 3.560 0.42
H -0.534 -2.198 2.291 0.38
H -1.891 -1.059 2.311 0.36
H 2.012 -0.109 3.354 0.39
H 2.890 0.587 1.967 0.35
H 2.559 -1.154 2.016 0.38
H -0.023 1.737 3.485 0.35
H -1.172 2.272 2.233 0.38
H 0.535 2.746 2.129 0.36
```

***

[6]
C20H17N8O3SeTl | wB97M-V/def2-TZVPD

The gap between HOMO and LUMO is 7.3 eV. The total charge is 0. For the maximum force, the calculation gives 0.0023 hartree/bohr. For the molecular weight, the calculation gives 700.8 u.

XYZ file:
```
50
Properties=species:S:1:pos:R:3:mulliken_charge:R:1
Tl 1.967 -1.604 0.772 0.80
Se -5.468 -1.520 -2.964 0.21
N -4.085 -0.395 -3.040 -0.86
C -3.042 -1.041 -2.597 0.79
C -1.711 -0.453 -2.495 1.40
C -1.461 0.865 -2.873 -0.82
C -0.189 1.368 -2.728 -0.49
C 0.794 0.533 -2.199 -0.62
N 0.573 -0.719 -1.833 -0.33
C -0.660 -1.220 -1.982 -0.28
C -0.886 -2.629 -1.574 -0.31
N 0.162 -3.304 -1.101 -0.38
C -0.013 -4.559 -0.731 -0.46
C -1.234 -5.226 -0.809 -0.57
C -2.321 -4.535 -1.291 -0.83
C -2.153 -3.208 -1.683 0.88
C -3.262 -2.409 -2.192 0.77
N -4.482 -2.856 -2.309 -0.86
H -2.274 1.464 -3.263 0.50
H 0.053 2.385 -3.005 0.45
H 1.800 0.903 -2.041 0.42
H 0.864 -5.067 -0.342 0.43
H -1.315 -6.257 -0.494 0.41
H -3.299 -4.990 -1.372 0.49
O 1.704 -0.255 2.939 -0.56
N 1.417 0.966 2.901 -0.46
N 1.451 1.500 1.729 0.92
O 1.757 0.853 0.629 -0.77
C 1.060 2.869 1.623 0.01
C 0.551 3.566 2.717 -0.15
C 0.155 4.883 2.554 -0.53
C 0.257 5.509 1.317 -0.45
C 0.766 4.804 0.239 -0.66
C 1.169 3.483 0.385 -0.21
H 0.481 3.078 3.678 0.48
H -0.238 5.425 3.405 0.38
H -0.058 6.537 1.200 0.38
H 0.856 5.283 -0.728 0.37
H 1.570 2.918 -0.442 0.41
C -1.309 -1.455 3.745 -0.81
N -1.585 -0.336 2.863 -0.16
C -1.174 -0.363 1.576 0.44
N -1.371 0.780 0.839 -0.29
O -0.689 -1.382 1.076 -0.45
H -1.701 -1.219 4.732 0.36
H -0.235 -1.627 3.821 0.24
H -1.793 -2.359 3.378 0.23
H -1.915 0.526 3.258 0.21
H -1.447 1.650 1.343 0.30
H -0.744 0.842 0.048 0.02
```